[1]
C8H14O | the ωB97M-V functional and the def2-TZVPD basis

```
23
Properties=species:S:1:pos:R:3
O -0.8614 -1.3228 1.2338
C 1.2583 0.0541 1.5522
C 1.4546 -0.7324 -0.8851
C 0.6908 0.1506 0.1507
C -0.5420 -0.7070 0.0549
C 0.5730 1.6042 -0.4092
C -1.7430 0.1695 -0.4969
C 0.1564 -1.6787 -0.8912
C -2.8979 0.5173 0.0615
H -1.6301 0.5133 -1.4414
H -3.1630 0.0578 0.9517
H 1.3208 -0.9222 1.8903
H -1.5659 -2.0394 1.1634
H 2.1904 0.6420 1.8753
H 2.2312 -1.3709 -0.6484
H 1.7518 -0.0996 -1.7053
H -0.3078 2.1929 0.1595
H 1.5485 2.2099 -0.2060
H 0.4657 -2.6879 -0.5464
H 0.5279 0.3490 2.1849
H 0.2574 1.4716 -1.3852
H -0.1730 -1.7257 -1.8430
H -3.6543 1.1189 -0.4048
```

Results
LUMO energy: 0.866 eV
maximum force: 4.8 eV/A
energy relative to the best compared isomer or geometry (same formula, charge and spin): 66.0 kcal/mol
E_HOMO: -9.58 eV
SMILES string: C=C[C@@]1(O)CCC1(C)C



[2]
CH2N2O3P | the ωB97M-V functional and the def2-TZVPD basis

```
9
Properties=species:S:1:pos:R:3
P 1.7055 -0.0992 -0.1702
O -0.9301 -1.4457 0.4349
O 2.0923 -0.1662 -1.5890
O 2.6842 -0.4620 0.8559
N -1.8845 -0.5479 0.1074
N -0.5684 1.4465 0.4801
C 0.5563 1.1945 0.2868
H -1.5713 0.5072 0.4436
H -2.0840 -0.4271 -0.8495
```

Results
LUMO energy (spin up / spin down): 4.061 / 3.742 eV
charge: -1
maximum force: 3.6 eV/A
energy relative to the best compared isomer or geometry (same formula, charge and spin): 83.8 kcal/mol
E_HOMO (spin up / spin down): -3.21 / -4.81 eV



[3]
C22H28N2O6S | the ωB97M-V functional and the def2-TZVPD basis

```
59
Properties=species:S:1:pos:R:3
S -4.6365 0.0808 0.3730
O 0.0388 -0.6610 -0.8146
O 4.9276 -0.6194 -0.6349
O 1.2859 1.7916 -1.8635
O 5.0439 -0.8157 1.8600
O 2.7426 0.5586 -2.9903
O -1.2723 3.6978 0.4219
N -2.1064 -0.1732 -0.2405
N -2.7676 1.9798 0.3762
C 3.0627 0.5445 2.2188
C 1.9437 1.3736 0.3056
C -3.0094 0.6795 0.1409
C 0.9090 2.0706 -0.5222
C -0.1740 -5.0319 -1.3461
C -3.8187 2.9005 0.7722
C 5.2314 -0.3532 -1.9886
C -0.8446 0.2647 -0.4386
C -4.5583 3.4511 -0.4409
C -4.3912 -1.6803 -0.0156
C -1.9688 -3.7452 -0.1244
C 2.3575 0.9770 -1.9309
C 5.2177 -0.9607 3.2470
C 2.0268 1.2949 1.6699
C 3.9912 -0.0806 1.4074
C 3.9195 0.0136 -0.0129
C -1.4693 2.5217 0.1892
C -3.7446 -2.4357 1.1353
C 2.8519 0.7325 -0.5519
C -3.2521 -3.8183 0.7016
C -1.4558 -5.1258 -0.5265
C -0.4880 1.5748 -0.2524
H -2.2232 -5.6407 -1.1087
H -4.5055 2.3779 1.4425
H -3.7766 -1.7048 -0.9120
H 0.1790 -6.0238 -1.6165
H -0.4194 -1.5099 -0.9119
H -5.0316 2.6480 -1.0007
H 6.1097 -1.5735 3.3661
H 5.3751 0.0052 3.7385
H -1.2703 -5.7179 0.3722
H -3.0602 -4.4170 1.5943
H -5.3246 4.1472 -0.1135
H -5.3864 -2.0642 -0.2366
H -2.8958 -1.8610 1.5104
H -2.1471 -3.1604 -1.0294
H 5.3081 0.7213 -2.1709
H -4.4691 -2.5357 1.9459
H 0.9067 3.1588 -0.3743
H -3.8624 3.9767 -1.0899
H -0.3436 -4.4698 -2.2621
H 4.4852 -0.7705 -2.6644
H 0.6093 -4.5340 -0.7783
H 3.1391 0.4700 3.2914
H 1.3124 1.7976 2.3021
H 6.1981 -0.8247 -2.1617
H -1.2005 -3.2379 0.4653
H 4.3659 -1.4697 3.7107
H -3.3255 3.7165 1.3059
H -4.0331 -4.3222 0.1278
```

Results
LUMO energy: 0.504 eV
maximum force: 0.8 eV/A
energy relative to the best compared isomer or geometry (same formula, charge and spin): 0.0 kcal/mol
E_HOMO: -8.02 eV
SMILES string: CCCCCCSc1nc(O)c([C@@H]2OC(=O)c3c2ccc(OC)c3OC)c(=O)n1CC